Here is a cluster of 2 separate species, CH2N2O3P in total in a non-equilibrium geometry from the OMol25 dataset. Energies are from ωB97M-V/def2-TZVPD.

Element x y z (Å)
C 0.01 -0.48 2.05
N 0.11 -1.38 2.77
N -0.03 -0.55 -1.95
O -1.18 1.27 0.43
O 1.37 1.59 0.55
O 0.39 -1.13 -0.66
P 0.18 0.77 0.75
H 0.19 0.43 -2.19
H -1.04 -0.52 -1.76

Kohn-Sham gap (spin up / spin down) in hartree: 0.3094 / 0.3094
Energy above the lowest of the compared OMol25 structures with the same formula, charge and spin in kJ/mol: 214.1
LUMO level (spin up / spin down) in eV: 4.14 / 4.14
Total charge: -1

These are the Mulliken partial charges, in e, on atoms 1 to 2:
1 C 0.254
2 N -0.405